No. 1
Computed, not measured: a structure of composition C23H18BrN4Ru, with ωB97M-V with the def2-TZVPD basis set.

lowest unoccupied orbital energy (spin up / spin down)	-13.4 / -13.4	eV
DFT total energy	-102697.34543	eV
charge	+3
HOMO level (spin up / spin down)	-18.2 / -18.2	eV

Geometry as XYZ:
```
47
C23H18BrN4Ru (ωB97M-V with the def2-TZVPD basis set)
Ru 1.18 0.10 0.77
C -5.35 3.42 -0.03
C -3.87 3.27 0.18
C -3.04 4.35 0.48
C -1.68 4.19 0.69
C -1.23 2.89 0.57
Br 0.71 2.59 0.78
N -1.95 1.86 0.29
C -3.26 2.03 0.10
H -5.63 4.47 -0.11
H -5.90 2.99 0.81
H -5.67 2.91 -0.93
H -3.47 5.35 0.56
H -1.02 5.01 0.92
H -3.84 1.14 -0.12
C 4.77 1.37 -1.12
C 5.52 0.20 -1.10
C 4.95 -0.97 -0.60
C 3.66 -0.96 -0.14
N 2.92 0.20 -0.15
C 3.48 1.33 -0.64
C 2.99 -2.12 0.48
C 3.51 -3.39 0.48
C 2.78 -4.41 1.09
C 1.56 -4.12 1.68
C 1.09 -2.83 1.63
N 1.79 -1.83 1.04
H 5.17 2.30 -1.49
H 6.54 0.20 -1.47
H 5.53 -1.88 -0.57
H 2.86 2.21 -0.67
H 4.45 -3.61 0.01
H 3.17 -5.42 1.10
H 0.97 -4.88 2.17
H 0.15 -2.56 2.08
N -4.73 -3.02 -1.68
C -3.79 -2.43 -1.35
C -2.64 -1.71 -0.95
C -1.72 -1.25 -1.94
C -0.61 -0.55 -1.57
C -0.39 -0.34 -0.20
C -1.33 -0.73 0.80
C -2.44 -1.44 0.42
H -1.92 -1.47 -2.99
H 0.10 -0.19 -2.30
H -1.19 -0.49 1.86
H -3.17 -1.78 1.15
```

---

No. 2
Computed, not measured: a structure of composition C5H12O, with ωB97M-V with the def2-TZVPD basis set.

lowest unoccupied orbital energy	1.0	eV
DFT total energy	-7423.56345	eV
HOMO level	-8.1	eV

Geometry as XYZ:
```
18
C5H12O (ωB97M-V with the def2-TZVPD basis set)
C -0.14 -0.70 -2.27
C 0.46 0.43 -1.44
C 1.09 -0.08 -0.16
C 1.07 0.66 1.04
O -0.13 -0.48 1.88
C -1.44 0.01 2.04
H 0.63 -1.45 -2.50
H -0.56 -0.35 -3.22
H -0.93 -1.21 -1.71
H -0.33 1.17 -1.21
H 1.21 0.97 -2.04
H 0.17 -0.78 0.74
H 1.96 -0.72 -0.30
H 1.86 0.56 1.78
H 0.49 1.58 1.12
H -2.12 -0.82 2.27
H -1.79 0.51 1.12
H -1.48 0.72 2.86
```

---

No. 3
Computed, not measured: a structure of composition C24H60BaN5O11, with ωB97M-V with the def2-TZVPD basis set.

lowest unoccupied orbital energy (spin up / spin down)	-0.1 / -0.1	eV
DFT total energy	-56514.40604	eV
HOMO level (spin up / spin down)	-2.4 / -7.9	eV
spin multiplicity	2

Geometry as XYZ:
```
101
C24H60BaN5O11 (ωB97M-V with the def2-TZVPD basis set)
Ba -2.31 -0.55 2.48
N -0.12 0.73 -0.40
O -1.01 0.60 0.39
O 0.76 -0.10 -0.56
O 0.01 1.82 -1.01
C 2.34 4.51 0.21
O 2.45 4.18 -1.22
C 1.61 4.91 -2.07
C 2.04 5.05 -3.56
N 1.73 3.85 -4.36
C 0.32 3.91 -4.70
C -0.39 2.52 -4.98
O -0.02 1.44 -4.11
C -1.10 0.48 -4.18
H 2.56 5.55 0.42
H 3.12 3.96 0.74
H 1.43 4.18 0.71
H 1.59 5.91 -1.66
H 0.59 4.57 -1.88
H 3.11 5.25 -3.54
H 1.59 5.98 -3.92
H 2.25 3.95 -5.22
H 0.24 4.38 -5.69
H -0.32 4.52 -4.07
H -0.36 2.40 -6.06
H -1.43 2.77 -4.78
H -1.04 -0.29 -3.41
H -1.27 -0.04 -5.12
H -2.08 0.97 -4.17
C -0.73 2.76 2.86
O -1.79 1.93 3.27
C -2.58 2.57 4.37
C -3.59 1.50 4.90
N -2.95 0.27 5.15
C -3.82 -0.95 5.60
C -2.88 -2.12 5.76
O -2.11 -2.52 4.65
C -1.48 -3.85 4.75
H -0.28 2.45 1.92
H 0.00 2.80 3.68
H -1.12 3.75 2.60
H -3.01 3.54 4.13
H -1.85 2.76 5.15
H -4.43 1.40 4.21
H -4.12 1.85 5.79
H -2.14 0.36 5.74
H -4.59 -1.28 4.90
H -4.36 -0.75 6.52
H -3.55 -2.97 5.92
H -2.23 -1.99 6.62
H -2.40 -4.43 4.82
H -0.83 -4.00 5.61
H -0.97 -4.19 3.85
C -5.68 -1.55 1.42
O -4.32 -1.90 1.59
C -3.94 -2.89 0.59
C -2.68 -3.64 0.95
N -1.54 -2.68 0.79
C -0.31 -3.34 1.24
C 0.60 -2.43 2.06
O -0.02 -1.88 3.26
C 0.72 -0.97 3.99
H -6.00 -1.25 0.42
H -5.98 -0.61 1.89
H -6.28 -2.44 1.62
H -3.74 -2.36 -0.34
H -4.77 -3.60 0.53
H -2.55 -4.36 0.15
H -2.85 -4.01 1.96
H -1.52 -2.48 -0.20
H 0.23 -3.72 0.38
H -0.52 -4.21 1.86
H 1.03 -1.67 1.41
H 1.57 -2.92 2.18
H 1.73 -1.35 4.13
H 0.37 -0.83 5.01
H 0.71 -0.14 3.28
C 2.05 0.37 -6.32
O 2.41 -0.15 -5.08
C 2.47 -1.60 -5.09
C 3.23 -2.11 -3.83
N 2.54 -1.72 -2.59
C 3.17 -2.10 -1.34
C 4.69 -1.86 -1.23
O 4.95 -0.54 -1.75
C 6.35 -0.25 -1.42
H 2.77 0.03 -7.07
H 2.05 1.46 -6.26
H 1.03 0.15 -6.62
H 3.01 -1.91 -5.99
H 1.41 -1.85 -5.04
H 4.25 -1.74 -3.73
H 3.29 -3.19 -3.89
H 1.75 -2.33 -2.44
H 3.04 -3.18 -1.20
H 2.65 -1.66 -0.49
H 5.22 -2.59 -1.85
H 4.95 -1.90 -0.18
H 6.50 0.78 -1.72
H 7.05 -1.01 -1.75
H 6.38 -0.19 -0.33
```

---

No. 4
Computed, not measured: a structure of composition C25H24B2Cl2CoF4N5O5Te, with ωB97M-V with the def2-TZVPD basis set.

lowest unoccupied orbital energy (spin up / spin down)	-3.7 / -3.7	eV
DFT total energy	-126187.37478	eV
charge	+1
HOMO level (spin up / spin down)	-11.3 / -11.4	eV
spin multiplicity	4

Geometry as XYZ:
```
69
C25H24B2Cl2CoF4N5O5Te (ωB97M-V with the def2-TZVPD basis set)
Co -5.09 -15.92 -1.33
C -4.74 -12.58 1.28
C -4.64 -13.45 0.12
N -5.62 -14.39 -0.13
O -6.79 -14.28 0.51
B -7.50 -15.68 0.35
F -6.45 -16.56 0.77
F -8.48 -15.64 1.25
O -7.99 -16.06 -1.08
N -6.91 -16.26 -1.90
C -7.11 -16.64 -3.13
C -8.46 -16.74 -3.68
C -5.89 -16.70 -3.92
N -4.84 -16.55 -3.23
O -3.63 -16.58 -3.78
B -2.60 -16.23 -2.75
F -1.42 -16.67 -3.17
F -3.05 -16.97 -1.47
O -2.48 -14.73 -2.35
N -3.49 -14.59 -1.52
C -3.44 -13.64 -0.64
C -2.25 -12.70 -0.53
C -5.83 -17.21 -5.33
H -5.43 -11.79 1.14
H -4.01 -12.10 1.87
H -5.28 -13.17 2.03
H -9.06 -17.51 -3.19
H -8.31 -17.00 -4.76
H -8.96 -15.76 -3.62
H -2.42 -11.67 -0.16
H -1.78 -12.50 -1.45
H -1.48 -12.99 0.16
H -5.43 -18.24 -5.26
H -5.08 -16.69 -5.88
H -6.75 -17.32 -5.91
Cl -5.23 -9.57 -0.10
C -5.44 -10.39 -1.58
C -4.48 -10.28 -2.61
C -4.60 -11.10 -3.67
Cl -3.41 -11.04 -4.96
C -5.73 -11.97 -3.85
C -5.99 -12.79 -4.96
C -7.13 -13.50 -5.02
C -8.08 -13.46 -3.97
N -7.76 -12.80 -2.88
C -6.69 -12.03 -2.91
C -6.51 -11.28 -1.70
O -7.55 -11.30 -0.83
H -3.73 -9.50 -2.56
H -5.22 -12.97 -5.73
H -7.36 -14.16 -5.89
H -8.97 -14.03 -3.95
C -9.58 -11.67 1.08
Te -8.96 -12.71 -0.64
C -10.56 -11.52 -1.49
C -11.56 -11.82 -0.36
C -12.96 -11.93 -0.54
C -13.81 -12.22 0.51
C -13.24 -12.41 1.78
C -11.91 -12.15 2.03
C -11.04 -11.92 0.92
H -9.26 -10.58 1.02
H -9.07 -12.05 1.91
H -10.95 -11.89 -2.48
H -9.99 -10.64 -1.63
H -13.31 -11.75 -1.50
H -14.84 -12.41 0.35
H -13.86 -12.67 2.66
H -11.52 -12.19 3.07
```

---

> Among the records above, which one has the lowest DFT total energy?

C25H24B2Cl2CoF4N5O5Te

---

> Number 3 is which compound?

C24H60BaN5O11

---

> DFT total energy of number 2 (C5H12O)?

-7423.56345 eV

---

> The highest DFT total energy belongs to which entry?

C5H12O